(1)
# C50H46N6ORbS3

A structure of composition C50H46N6ORbS3 (wB97M-V/def2-TZVPD, OMol25).

Values from the calculation:
* charge: -1
* E_HOMO: -1.07 eV
* spin multiplicity: 1
* frontier orbital gap: 2.376 eV
* total energy: -96727.1806 eV

Geometry (Å):
1 Rb 0.000 0.000 0.000
2 C 1.310 -0.133 4.983
3 C 1.195 -1.495 5.179
4 C 0.810 -2.334 4.119
5 C 0.526 -1.845 2.828
6 N 0.663 -0.442 2.695
7 C 1.034 0.346 3.727
8 C 0.079 -2.962 1.663
9 C 0.018 -4.325 2.062
10 C -0.341 -5.394 1.208
11 C -0.668 -5.176 -0.123
12 C -0.641 -3.887 -0.616
13 C -0.285 -2.848 0.243
14 H 1.605 0.533 5.785
15 H 1.402 -1.923 6.157
16 H 0.750 -3.381 4.379
17 H 1.103 1.405 3.497
18 H 0.247 -4.643 3.071
19 H -0.360 -6.407 1.605
20 H -0.942 -6.007 -0.767
21 H -0.890 -3.673 -1.650
22 N -0.659 0.132 -2.631
23 S -0.753 0.209 -3.998
24 N 0.470 -0.438 -4.768
25 S 2.034 -0.387 -4.446
26 N 2.097 -0.790 -2.917
27 S 3.248 -0.405 -1.917
28 N 2.588 -0.317 -0.713
29 C 4.048 1.169 -2.076
30 C 3.377 2.309 -1.622
31 C 4.006 3.552 -1.662
32 C 5.312 3.653 -2.141
33 C 5.981 2.513 -2.594
34 C 5.347 1.268 -2.569
35 C 4.417 -1.694 -1.518
36 C 5.500 -1.415 -0.681
37 C 6.372 -2.436 -0.302
38 C 6.147 -3.743 -0.742
39 C 5.039 -4.027 -1.541
40 C 4.162 -3.007 -1.915
41 C 2.730 -1.672 -5.513
42 C 2.086 -1.983 -6.710
43 C 2.626 -2.948 -7.561
44 C 3.811 -3.599 -7.214
45 C 4.461 -3.267 -6.025
46 C 3.924 -2.294 -5.179
47 C 2.830 1.108 -4.993
48 C 4.027 1.064 -5.707
49 C 4.615 2.238 -6.187
50 C 3.993 3.465 -5.971
51 C 2.799 3.510 -5.253
52 C 2.231 2.333 -4.755
53 C -1.112 1.889 -4.442
54 C -1.278 2.862 -3.456
55 C -1.558 4.177 -3.828
56 C -1.676 4.511 -5.180
57 C -1.507 3.531 -6.161
58 C -1.221 2.216 -5.794
59 C -2.222 -0.758 -4.352
60 C -2.081 -2.146 -4.430
61 C -3.186 -2.940 -4.735
62 C -4.428 -2.345 -4.958
63 C -4.567 -0.957 -4.865
64 C -3.462 -0.159 -4.558
65 H 2.349 2.210 -1.278
66 H 3.460 4.432 -1.340
67 H 5.796 4.622 -2.186
68 H 6.987 2.591 -2.990
69 H 5.846 0.385 -2.951
70 H 5.633 -0.408 -0.295
71 H 7.206 -2.212 0.353
72 H 6.817 -4.540 -0.440
73 H 4.836 -5.043 -1.864
74 H 3.273 -3.226 -2.501
75 H 1.177 -1.460 -6.986
76 H 2.119 -3.179 -8.490
77 H 4.232 -4.347 -7.875
78 H 5.393 -3.749 -5.751
79 H 4.451 -1.982 -4.289
80 H 4.532 0.125 -5.876
81 H 5.558 2.180 -6.717
82 H 4.446 4.377 -6.337
83 H 2.309 4.454 -5.049
84 H 1.350 2.369 -4.135
85 H -1.155 2.592 -2.411
86 H -1.661 4.936 -3.060
87 H -1.879 5.537 -5.467
88 H -1.575 3.789 -7.213
89 H -1.054 1.450 -6.545
90 H -1.108 -2.595 -4.238
91 H -3.067 -4.016 -4.789
92 H -5.289 -2.963 -5.192
93 H -5.534 -0.493 -5.026
94 H -3.578 0.915 -4.468
95 C -1.473 5.652 0.776
96 N -0.373 4.795 0.390
97 C 0.908 5.368 0.030
98 C -0.530 3.424 0.359
99 O 0.334 2.615 0.048
100 H -1.186 6.706 0.748
101 H -1.791 5.383 1.788
102 H -2.310 5.481 0.092
103 H 0.888 6.458 0.099
104 H 1.155 5.071 -0.994
105 H 1.675 4.973 0.704
106 H -1.545 3.107 0.652
107 H -2.468 0.303 0.657

=====

(2)
# C33H57Br13N5O4S

A cluster of 7 separate species, C33H57Br13N5O4S in total (wB97M-V/def2-TZVPD, OMol25).

Values from the calculation:
* charge: +1
* E_HOMO: -10.66 eV
* spin multiplicity: 1
* frontier orbital gap: 7.047 eV
* total energy: -972165.0754 eV

Geometry (Å):
1 C -4.968 3.072 3.319
2 C -3.998 3.855 2.421
3 C -2.675 3.098 2.159
4 C -1.468 3.728 2.891
5 C -0.374 2.718 3.301
6 C 0.967 2.838 2.494
7 C 1.382 1.472 2.007
8 C 0.964 0.947 0.795
9 Br -0.186 1.977 -0.290
10 C 1.386 -0.323 0.383
11 C 0.858 -0.865 -0.949
12 O -0.104 -1.577 -0.936
13 O 1.540 -0.446 -2.016
14 C 1.214 -1.095 -3.264
15 C 0.261 -0.280 -4.169
16 S -1.054 0.615 -3.310
17 C -2.556 -0.179 -3.723
18 N -3.604 0.501 -3.996
19 N -4.650 -0.379 -4.247
20 C -4.112 -1.544 -4.090
21 O -2.807 -1.520 -3.769
22 C 2.261 -1.057 1.192
23 C 2.764 -2.430 0.749
24 N 1.772 -3.498 0.821
25 C 2.659 -0.507 2.410
26 C 3.569 -1.212 3.392
27 C 2.737 -2.318 4.120
28 C 3.628 -3.406 4.749
29 C 3.984 -4.535 3.744
30 N 3.013 -5.616 3.666
31 N 2.207 0.714 2.768
32 O 2.585 1.262 3.966
33 H -5.523 2.317 2.755
34 H -5.704 3.763 3.745
35 H -4.450 2.587 4.153
36 H -3.791 4.805 2.927
37 H -4.490 4.093 1.475
38 H -2.807 2.056 2.472
39 H -2.509 3.092 1.079
40 H -1.070 4.548 2.285
41 H -1.885 4.192 3.791
42 H -0.117 2.805 4.359
43 H -0.782 1.717 3.121
44 H 0.866 3.521 1.653
45 H 1.754 3.249 3.125
46 H 2.150 -1.142 -3.821
47 H 0.873 -2.125 -3.158
48 H 0.872 0.487 -4.652
49 H -0.091 -0.932 -4.970
50 H -4.717 -2.431 -4.204
51 H 3.677 -2.646 1.300
52 H 3.058 -2.323 -0.295
53 H 1.235 -3.442 1.675
54 H 1.158 -3.424 0.022
55 H 3.906 -0.538 4.173
56 H 4.413 -1.689 2.897
57 H 2.155 -1.864 4.933
58 H 1.983 -2.729 3.440
59 H 4.576 -2.918 5.011
60 H 3.155 -3.835 5.635
61 H 4.059 -4.100 2.741
62 H 4.977 -4.918 3.992
63 H 3.013 -6.161 4.518
64 H 2.091 -5.263 3.454
65 H 1.961 0.957 4.644
66 Br 1.321 7.256 -3.054
67 C 1.240 5.315 -2.993
68 C -0.114 4.802 -3.403
69 Br -1.430 5.039 -1.988
70 H 1.514 5.021 -1.985
71 H 2.003 4.974 -3.691
72 H -0.078 3.728 -3.582
73 H -0.509 5.299 -4.283
74 Br -3.950 2.455 6.667
75 C -5.635 3.112 7.387
76 C -6.424 2.008 8.036
77 Br -7.271 0.864 6.710
78 H -6.164 3.584 6.566
79 H -5.358 3.867 8.120
80 H -7.241 2.420 8.625
81 H -5.815 1.366 8.664
82 Br -4.062 1.384 -10.053
83 C -4.830 -0.055 -8.990
84 C -5.694 0.476 -7.878
85 Br -4.629 1.170 -6.404
86 H -4.001 -0.656 -8.631
87 H -5.422 -0.639 -9.691
88 H -6.289 -0.326 -7.444
89 H -6.350 1.278 -8.201
90 Br 0.071 2.170 -14.837
91 C -1.138 2.182 -13.312
92 C -1.168 0.848 -12.616
93 Br -2.217 -0.455 -13.607
94 H -2.111 2.485 -13.685
95 H -0.750 2.950 -12.646
96 H -1.661 0.935 -11.650
97 H -0.180 0.420 -12.481
98 Br 6.365 -1.345 -0.240
99 C 6.563 -2.908 -1.389
100 C 5.942 -2.681 -2.741
101 Br 4.001 -2.799 -2.644
102 H 6.120 -3.745 -0.857
103 H 7.635 -3.065 -1.482
104 H 6.246 -3.459 -3.437
105 H 6.178 -1.709 -3.162
106 Br 3.231 -2.684 9.012
107 C 2.407 -4.448 9.030
108 C 3.439 -5.544 9.026
109 Br 4.227 -5.767 7.261
110 H 1.743 -4.492 8.173
111 H 1.819 -4.481 9.945
112 H 2.977 -6.501 9.260
113 H 4.258 -5.363 9.714

=====

(3)
# H4N3P

An isolated molecule of H4N3P (wB97M-V/def2-TZVPD, OMol25).

Values from the calculation:
* energy above the lowest of the compared OMol25 structures with the same formula, charge and spin: 451.6 kJ/mol
* charge: 0
* E_HOMO (spin up / spin down): -5.13 / -9.37 eV
* spin multiplicity: 3
* frontier orbital gap (spin up / spin down): 5.832 / 7.577 eV
* total energy: -13815.0834 eV

Geometry (Å):
1 N -1.079 0.465 -0.876
2 N -1.150 -1.039 -0.291
3 N -0.518 0.027 0.344
4 P 1.237 0.177 0.552
5 H -0.288 0.694 -1.540
6 H -0.649 -1.747 -0.808
7 H 1.226 -0.098 1.865
8 H 1.221 1.521 0.755

=====

(4)
# C6H12NO2S

The ion C6H12NO2S with charge +1 (wB97M-V/def2-TZVPD, OMol25).

Values from the calculation:
* SMILES: C[S@]1(=O)=[NH+]CC[C@@H]2C[C@@H]2O1
* energy above the lowest of the compared OMol25 structures with the same formula, charge and spin: 172.4 kJ/mol
* charge: +1
* E_HOMO: -14.66 eV
* spin multiplicity: 1
* frontier orbital gap: 11.922 eV
* total energy: -22828.1776 eV

Geometry (Å):
1 C 0.740 -0.789 1.290
2 C -0.037 -2.070 1.251
3 C 0.852 -1.699 0.100
4 C 0.309 -1.370 -1.281
5 C -0.853 -0.379 -1.341
6 C -0.692 2.873 0.761
7 N -0.415 1.015 -1.249
8 O 1.659 1.847 -0.026
9 O -0.022 0.419 1.196
10 S 0.291 1.522 0.144
11 H 0.106 1.313 -2.064
12 H 0.267 -2.861 1.918
13 H -1.106 -1.998 1.125
14 H 1.580 -0.665 1.960
15 H 1.789 -2.241 0.037
16 H 1.129 -0.978 -1.891
17 H -0.008 -2.312 -1.739
18 H -1.380 -0.475 -2.291
19 H -1.571 -0.548 -0.538
20 H -1.693 2.501 0.940
21 H -0.243 3.232 1.681
22 H -0.702 3.664 0.018

=====

(5)
# C22H37MoN3O2PS4Se

A structure of composition C22H37MoN3O2PS4Se (wB97M-V/def2-TZVPD, OMol25).

Values from the calculation:
* energy above the lowest of the compared OMol25 structures with the same formula, charge and spin: 0.0 kJ/mol
* charge: +4
* E_HOMO (spin up / spin down): -19.01 / -19.02 eV
* spin multiplicity: 2
* frontier orbital gap (spin up / spin down): 4.401 / 4.602 eV
* total energy: -151774.2108 eV

Geometry (Å):
1 Mo -0.358 -1.673 1.470
2 C 1.965 -4.924 -3.330
3 C 2.739 -3.915 -2.550
4 O 1.761 -3.143 -1.595
5 P 1.329 -3.510 -0.194
6 S -0.755 -3.372 0.013
7 S 1.832 -1.914 1.147
8 O 1.912 -4.837 0.245
9 C 1.832 -5.689 1.510
10 C 2.960 -6.672 1.456
11 H 2.658 -5.365 -4.053
12 H 1.156 -4.466 -3.896
13 H 1.588 -5.733 -2.706
14 H 3.130 -3.090 -3.135
15 H 3.498 -4.330 -1.893
16 H 0.849 -6.152 1.462
17 H 1.907 -4.989 2.341
18 H 2.883 -7.315 0.581
19 H 2.886 -7.305 2.342
20 H 3.929 -6.176 1.476
21 S -0.933 -2.479 3.552
22 C -1.860 -1.355 4.559
23 N -2.320 -1.799 5.685
24 C -3.101 -0.867 6.524
25 C -3.186 0.471 5.762
26 S -2.214 0.272 4.211
27 H -2.171 -2.755 6.000
28 H -2.596 -0.761 7.483
29 H -4.086 -1.302 6.689
30 H -2.742 1.293 6.317
31 H -4.203 0.728 5.479
32 C -0.414 4.654 0.005
33 C 0.719 4.575 1.029
34 C 0.906 3.198 1.674
35 C 1.683 2.178 0.848
36 N 1.097 1.875 -0.472
37 C -0.021 1.176 -0.727
38 Se -1.133 0.412 0.593
39 N -0.308 1.187 -2.034
40 C -1.495 0.620 -2.717
41 C -2.469 1.704 -3.171
42 C -3.119 2.486 -2.034
43 C -4.104 1.668 -1.205
44 C 0.673 1.924 -2.668
45 C 0.855 2.243 -4.018
46 C 1.940 3.031 -4.312
47 C 2.828 3.492 -3.308
48 C 2.665 3.169 -1.984
49 C 1.564 2.364 -1.678
50 H -0.696 5.690 -0.176
51 H -1.310 4.145 0.377
52 H -0.149 4.230 -0.966
53 H 0.516 5.285 1.829
54 H 1.664 4.900 0.584
55 H -0.074 2.792 1.956
56 H 1.472 3.302 2.603
57 H 1.804 1.234 1.385
58 H 2.686 2.550 0.646
59 H -1.970 -0.075 -2.024
60 H -1.120 0.043 -3.562
61 H -3.236 1.202 -3.766
62 H -1.957 2.385 -3.852
63 H -3.651 3.330 -2.473
64 H -2.346 2.934 -1.399
65 H -4.906 1.274 -1.830
66 H -4.566 2.281 -0.431
67 H -3.639 0.808 -0.708
68 H 0.183 1.899 -4.791
69 H 2.125 3.315 -5.339
70 H 3.661 4.117 -3.601
71 H 3.354 3.530 -1.233

=====

(6)
# C15H21FN2O3S

An isolated molecule of C15H21FN2O3S (wB97M-V/def2-TZVPD, OMol25).

Values from the calculation:
* SMILES: COC(=O)[C@H](CCSC)NC(=O)NCCc1ccc(F)cc1
* energy above the lowest of the compared OMol25 structures with the same formula, charge and spin: 1394.7 kJ/mol
* charge: 0
* E_HOMO: -8.31 eV
* spin multiplicity: 1
* frontier orbital gap: 8.392 eV
* total energy: -38558.2455 eV

Geometry (Å):
1 C -1.754 2.257 1.198
2 H -2.062 2.600 0.087
3 H -1.382 3.049 1.640
4 H -2.454 1.777 1.680
5 O -0.443 1.593 0.923
6 C 0.077 1.080 2.167
7 O -0.298 1.473 3.360
8 C 1.381 0.056 1.719
9 N 1.349 -0.387 0.384
10 C 0.458 -1.407 -0.007
11 O -0.021 -2.384 0.887
12 N 0.575 -1.777 -1.280
13 H 0.788 -0.752 -1.988
14 C -0.558 -2.723 -1.870
15 H -0.453 -3.439 -1.204
16 H -0.243 -2.967 -2.706
17 C -2.010 -1.864 -1.997
18 C -1.947 -0.758 -2.800
19 C -2.036 -0.984 -4.382
20 C -2.043 0.159 -4.988
21 C -1.563 1.457 -4.471
22 C -1.561 1.449 -2.949
23 C -1.632 0.323 -2.300
24 H -1.583 0.451 -1.124
25 H -1.022 2.403 -2.808
26 F -1.579 2.522 -5.339
27 H -2.115 0.344 -6.117
28 H -2.255 -2.005 -4.758
29 H -2.362 -1.744 -0.886
30 H -2.678 -2.740 -2.430
31 H 1.509 0.219 -0.362
32 H 1.252 -0.803 2.337
33 C 2.581 0.677 2.064
34 C 2.845 1.072 3.602
35 H 3.756 1.565 3.766
36 H 1.971 1.287 3.984
37 S 3.201 -0.585 4.423
38 C 1.118 -1.081 5.126
39 H 0.999 -1.918 4.451
40 H 0.694 -0.308 4.989
41 H 1.192 -1.231 6.071
42 H 2.531 1.566 1.786
43 H 3.407 0.098 1.811

=====

(7)
# C51H62N8OPtS2

A structure of composition C51H62N8OPtS2 (wB97M-V/def2-TZVPD, OMol25).

Values from the calculation:
* charge: +2
* E_HOMO (spin up / spin down): -10.53 / -12.98 eV
* spin multiplicity: 5
* frontier orbital gap (spin up / spin down): 4.961 / 4.859 eV
* total energy: -92768.1035 eV

Geometry (Å):
1 Pt -0.619 0.014 0.811
2 C -0.784 2.703 6.460
3 C -0.007 3.379 5.317
4 C -0.504 2.930 3.980
5 C -1.474 3.476 3.229
6 C -2.238 4.736 3.474
7 C -1.624 5.932 2.732
8 C -1.632 2.617 2.047
9 C -2.511 2.843 1.029
10 C -2.660 2.054 -0.151
11 C -3.529 2.366 -1.240
12 C -4.324 3.627 -1.379
13 C -3.448 4.800 -1.850
14 C -3.379 1.352 -2.155
15 C -2.434 0.438 -1.594
16 C -2.031 -0.777 -2.190
17 C -1.162 -1.696 -1.658
18 N -0.483 -1.555 -0.489
19 C 0.190 -2.739 -0.284
20 C 1.022 -2.998 0.765
21 C 1.329 -2.113 1.823
22 N 0.786 -0.865 1.983
23 C 1.265 -0.392 3.155
24 C 0.875 0.850 3.751
25 C -0.068 1.712 3.283
26 N -0.767 1.563 2.117
27 C 2.171 -1.330 3.748
28 C 2.207 -2.416 2.913
29 C 3.018 -3.664 3.058
30 C 4.326 -3.589 2.254
31 C 2.837 -1.166 5.081
32 C 1.883 -1.522 6.235
33 C -0.110 -3.680 -1.376
34 C -0.901 -3.023 -2.239
35 C -1.505 -3.527 -3.512
36 C -2.960 -3.988 -3.328
37 C 0.363 -5.096 -1.460
38 C 1.739 -5.252 -2.124
39 N -2.010 0.888 -0.379
40 C -4.076 1.187 -3.471
41 C -5.339 0.321 -3.350
42 H -0.425 3.056 7.426
43 H -0.669 1.617 6.425
44 H -1.849 2.932 6.386
45 H 1.057 3.157 5.416
46 H -0.115 4.460 5.393
47 H -2.255 4.941 4.544
48 H -3.278 4.607 3.164
49 H -0.608 6.120 3.082
50 H -2.214 6.832 2.907
51 H -1.580 5.750 1.656
52 H -3.154 3.709 1.119
53 H -4.792 3.890 -0.426
54 H -5.134 3.471 -2.093
55 H -2.634 4.985 -1.146
56 H -4.039 5.712 -1.941
57 H -3.006 4.578 -2.823
58 H -2.473 -1.017 -3.148
59 H 1.491 -3.973 0.799
60 H 1.345 1.101 4.694
61 H 2.437 -4.529 2.729
62 H 3.247 -3.824 4.112
63 H 4.128 -3.461 1.187
64 H 4.909 -4.500 2.393
65 H 4.931 -2.744 2.589
66 H 3.186 -0.138 5.199
67 H 3.716 -1.807 5.128
68 H 0.986 -0.899 6.209
69 H 2.374 -1.385 7.200
70 H 1.566 -2.564 6.159
71 H -0.907 -4.360 -3.881
72 H -1.462 -2.744 -4.273
73 H -3.011 -4.831 -2.634
74 H -3.381 -4.310 -4.281
75 H -3.584 -3.182 -2.934
76 H -0.373 -5.671 -2.023
77 H 0.395 -5.528 -0.458
78 H 1.719 -4.869 -3.147
79 H 2.018 -6.305 -2.158
80 H 2.507 -4.703 -1.580
81 H -3.397 0.739 -4.201
82 H -4.350 2.170 -3.857
83 H -5.090 -0.678 -2.979
84 H -5.832 0.212 -4.316
85 H -6.047 0.778 -2.655
86 C 5.372 2.454 -3.771
87 C 5.718 2.490 -2.283
88 C 4.991 1.417 -1.488
89 N 3.562 1.763 -1.389
90 C 2.563 1.031 -0.934
91 S 1.146 1.792 -0.384
92 N 2.652 -0.332 -0.844
93 C 3.318 -1.325 -1.597
94 O 3.509 -2.395 -1.070
95 C 3.600 -1.043 -3.022
96 C 4.696 -1.662 -3.620
97 C 4.947 -1.462 -4.966
98 C 4.085 -0.675 -5.726
99 C 2.973 -0.087 -5.136
100 C 2.734 -0.261 -3.781
101 H 5.939 3.210 -4.315
102 H 4.309 2.643 -3.943
103 H 5.617 1.478 -4.199
104 H 5.485 3.474 -1.862
105 H 6.788 2.337 -2.144
106 H 5.402 1.332 -0.480
107 H 5.110 0.464 -1.990
108 H 3.363 2.752 -1.403
109 H 2.095 -0.724 -0.099
110 H 5.346 -2.289 -3.020
111 H 5.809 -1.928 -5.429
112 H 4.278 -0.525 -6.781
113 H 2.291 0.506 -5.733
114 H 1.860 0.193 -3.321
115 S -2.447 -1.357 2.313
116 C -3.939 -0.919 1.613
117 N -4.538 -1.841 0.793
118 C -5.762 -1.672 0.273
119 C -6.436 -0.520 0.539
120 C -5.778 0.419 1.336
121 N -4.578 0.232 1.855
122 H -4.029 -2.703 0.644
123 H -6.153 -2.471 -0.343
124 H -7.432 -0.355 0.155
125 H -6.252 1.367 1.572